(1)
Here is the molecule CH4FP from OMol25. Energies are from ωB97M-V/def2-TZVPD.

```
7
Properties=species:S:1:pos:R:3
C -0.44747 -0.20339 0.52687
P 0.22714 0.97164 -0.74899
F 0.25806 -0.09775 -1.98501
H -1.53383 -0.21124 0.58626
H -0.04406 0.09407 1.49390
H -0.08940 -1.20662 0.28835
H 1.62956 0.65329 -0.16139
```

Calculated values
HOMO-LUMO gap: 0.3975 Ha
ΔE to the lowest compared entry with this formula, charge and spin: 0.0 kcal per mole
HOMO: -9.83 eV
SMILES string: CPF
max |F|: 2.5 eV Å⁻¹
LUMO level: 1.0 eV


(2)
Here is the ion CH4I2N3 with charge +1 from OMol25. Energies are from ωB97M-V/def2-TZVPD.

```
10
Properties=species:S:1:pos:R:3
N 0.82094 0.71045 -0.12584
C -0.03164 -0.26140 -0.04671
N 0.46283 -1.63900 -0.10344
I 2.42813 -2.07358 0.04163
N -1.33074 -0.12699 0.02742
I -2.75474 -1.91207 0.02910
H 1.86091 0.46009 0.02684
H 0.38774 1.54754 0.12298
H -0.13098 -2.36832 0.29560
H -1.81142 0.75691 -0.16092
```

Calculated values
HOMO-LUMO gap: 0.2640 Ha
ΔE to the lowest compared entry with this formula, charge and spin: 11.0 kcal per mole
HOMO: -13.42 eV
SMILES string: N/C(NI)=[NH+]/I
net charge: +1
max |F|: 5.9 eV Å⁻¹
LUMO level: -6.2 eV


(3)
Here is a cluster of 2 separate species, CH4IN2 in total from OMol25. Energies are from ωB97M-V/def2-TZVPD.

```
8
Properties=species:S:1:pos:R:3
C -0.36086 -0.72868 0.72508
N 0.00936 -1.33933 -0.31450
N -0.69522 -0.33258 1.78958
I 0.56656 1.89343 -1.41637
H 1.11284 3.38165 -1.99182
H 0.89518 -1.24363 -0.65545
H -0.56815 -1.96237 -0.73132
H -0.95971 0.33149 2.59481
```

Calculated values
HOMO-LUMO gap: 0.3294 Ha
ΔE to the lowest compared entry with this formula, charge and spin: 47.5 kcal per mole
HOMO: -13.68 eV
net charge: +1
max |F|: 5.6 eV Å⁻¹
LUMO level: -4.7 eV


(4)
Here is a cluster of 2 separate species, CH4IN2O in total from OMol25. Energies are from ωB97M-V/def2-TZVPD.

```
9
Properties=species:S:1:pos:R:3
C 0.66423 -1.11252 0.02730
N 1.04115 -2.21328 -0.01770
N 0.23069 0.06954 0.04796
O 1.00528 1.16880 -0.45708
I -3.01385 0.90726 0.18385
H -1.98058 2.23858 0.05877
H 1.39427 -3.11918 -0.30468
H -0.71028 0.35047 0.24648
H 1.36909 1.71031 0.21511
```

Calculated values
HOMO-LUMO gap: 0.3179 Ha
ΔE to the lowest compared entry with this formula, charge and spin: 45.8 kcal per mole
HOMO: -13.98 eV
net charge: +1
max |F|: 3.5 eV Å⁻¹
LUMO level: -5.3 eV


(5)
Here is a cluster of 2 separate species, CH4IN2O in total from OMol25. Energies are from ωB97M-V/def2-TZVPD.

```
9
Properties=species:S:1:pos:R:3
C 0.34180 -0.67150 -0.22899
N 0.75845 -0.14782 -1.32241
N -1.13834 0.53981 1.24697
O -0.66234 -0.00506 2.42187
I 0.80261 -2.39402 0.72182
H 0.57749 0.79788 -1.57059
H 1.40890 -0.67488 -1.89033
H -1.01641 1.53794 1.33144
H -1.16115 -0.91823 2.55652
```

Calculated values
HOMO-LUMO gap (alpha / beta): 0.2926 / 0.2942 Ha
ΔE to the lowest compared entry with this formula, charge and spin: 26.6 kcal per mole
HOMO (alpha / beta): -13.11 / -14.79 eV
net charge: +1
max |F|: 3.0 eV Å⁻¹
multiplicity: 3
LUMO level (alpha / beta): -5.1 / -6.8 eV


(6)
Here is a structure of composition CH4IN3 from OMol25. Energies are from ωB97M-V/def2-TZVPD.

```
9
Properties=species:S:1:pos:R:3
C 0.22496 0.47975 -0.41150
N -1.33361 -0.80837 0.91965
N -0.49144 -1.05875 0.07092
N 1.13723 0.44809 -1.45870
I 0.34074 -0.56731 -3.08649
H -0.75036 1.06054 -0.44405
H 0.65049 0.78708 0.62753
H -1.72175 -1.67454 1.37631
H 1.98206 0.02880 -1.09036
```

Calculated values
HOMO-LUMO gap: 0.2901 Ha
ΔE to the lowest compared entry with this formula, charge and spin: 11.3 kcal per mole
HOMO: -8.25 eV
max |F|: 5.0 eV Å⁻¹
LUMO level: -0.4 eV